# 1
{
  "formula": "C39H67F6Ge2N10O2PSbSi3Ti",
  "method": "the ωB97M-V functional and the def2-TZVPD basis",
  "homo_lumo_gap_ev": [6.6, 3.9],
  "homo_energy_ev": [-13.99, -13.92],
  "de_lowest_kcal_mol": 71.2,
  "total_charge": 3,
  "s2": 2.008,
  "energy_ha": -9276.42996,
  "multiplicity": 3,
  "elements": ["Ti", "C", "N", "C", "C", "N", "C", "P", "C", "N", "C", "C", "N", "C", "C", "N", "C", "C", "N", "C", "H", "H", "H", "H", "H", "H", "H", "H", "H", "H", "H", "H", "H", "H", "H", "N", "C", "C", "C", "C", "N", "C", "N", "N", "C", "O", "O", "H", "H", "H", "H", "H", "H", "H", "H", "H", "H", "H", "H", "H", "H", "F", "Sb", "F", "F", "F", "F", "F", "C", "Si", "C", "C", "Ge", "Si", "C", "C", "C", "Si", "C", "C", "C", "H", "H", "H", "H", "H", "H", "H", "H", "H", "H", "H", "H", "H", "H", "H", "H", "H", "H", "H", "H", "H", "H", "H", "H", "H", "H", "H", "Ge", "C", "C", "C", "C", "C", "C", "C", "C", "C", "C", "C", "C", "H", "H", "H", "H", "H", "H", "H", "H", "H", "H", "H"],
  "xyz": [[0.9771, -0.3130, -0.7267], [5.0899, -0.4019, -4.4846], [4.3704, -0.6805, -3.2543], [4.9084, -1.2288, -2.1264], [3.9169, -1.2478, -1.1917], [2.7795, -0.7105, -1.7256], [3.0820, -0.3801, -2.9835], [1.8067, 0.0348, -4.2293], [0.9216, 1.2858, -3.2490], [0.6762, 1.2182, -1.9349], [0.1181, 2.4162, -1.5746], [0.0311, 3.2087, -2.6802], [0.5350, 2.4966, -3.7258], [0.6353, 2.9650, -5.0978], [0.8063, -1.4090, -3.6725], [0.1129, -1.4909, -2.5398], [-0.4559, -2.7393, -2.5468], [-0.0899, -3.4063, -3.6779], [0.7081, -2.5520, -4.3843], [1.3435, -2.8244, -5.6620], [5.6635, -1.2761, -4.7859], [4.3888, -0.1439, -5.2750], [5.7770, 0.4295, -4.3310], [5.9356, -1.5413, -2.0673], [3.9560, -1.6279, -0.1886], [-0.1412, 2.6262, -0.5473], [-0.3324, 4.2154, -2.7902], [-0.2055, 3.6179, -5.3206], [1.5569, 3.5271, -5.2499], [0.6285, 2.1193, -5.7813], [-1.0998, -3.0909, -1.7605], [-0.3242, -4.3987, -4.0205], [0.9204, -3.7286, -6.0904], [1.1807, -1.9914, -6.3446], [2.4162, -2.9718, -5.5337], [-0.5192, 2.3402, 1.7255], [-0.5707, 1.0055, 2.3214], [-1.2497, 0.9558, 3.6917], [-1.1306, -0.3906, 4.4154], [0.2967, -0.8769, 4.6497], [1.0566, 0.0541, 5.4811], [2.3835, 0.1063, 5.5374], [2.9776, 0.9982, 6.3329], [3.1333, -0.6902, 4.7829], [-1.2159, 0.1195, 1.2615], [-2.3339, -0.4288, 1.5112], [-0.6498, 0.0072, 0.1219], [-1.3529, 2.8691, 1.9591], [0.2829, 2.8613, 2.0674], [0.4617, 0.6749, 2.4222], [-2.3112, 1.1890, 3.5766], [-0.7929, 1.7429, 4.2957], [-1.6354, -1.1564, 3.8258], [-1.6506, -0.3176, 5.3737], [0.8085, -0.9770, 3.6941], [0.2570, -1.8639, 5.1171], [0.5254, 0.5871, 6.1525], [2.4480, 1.6063, 6.9334], [3.9790, 1.0297, 6.4239], [2.7364, -1.4038, 4.1952], [4.1363, -0.6201, 4.8153], [1.1468, -1.3790, 1.5446], [0.7853, -3.2668, 1.1655], [2.4878, -3.5211, 1.9240], [1.5509, -2.6866, -0.5248], [0.3403, -4.9169, 0.4197], [-0.8725, -2.5765, 0.4343], [-0.0501, -3.3809, 2.8494], [-3.0823, -3.5418, 2.6191], [-3.9194, -3.4457, 0.9353], [-5.8026, -3.3583, 1.0632], [-3.3608, -4.7603, -0.2994], [-3.3457, -1.1885, -0.1445], [-4.9786, 0.7875, 0.9248], [-5.1647, 0.3669, 2.7548], [-6.6236, 0.8694, 0.0137], [-3.9592, 2.3475, 0.6068], [-3.7471, -0.3791, -2.7335], [-3.9437, 1.5038, -2.8031], [-5.3389, -1.3973, -2.5355], [-3.1541, -0.8632, -4.4669], [-2.7963, -4.5693, 2.8468], [-3.7503, -3.1994, 3.4092], [-2.1761, -2.9385, 2.6506], [-6.1866, -4.2565, 1.5497], [-6.2774, -3.2961, 0.0835], [-6.1263, -2.5041, 1.6597], [-3.8136, -5.7189, -0.0393], [-2.2799, -4.9051, -0.2834], [-3.6726, -4.5225, -1.3179], [-6.1550, -0.0404, 2.9581], [-5.0595, 1.2762, 3.3496], [-4.4228, -0.3522, 3.0999], [-7.2117, -0.0409, 0.1257], [-6.5199, 1.0826, -1.0488], [-7.2031, 1.6852, 0.4543], [-2.8949, 2.1371, 0.5165], [-4.1021, 3.0429, 1.4366], [-4.2836, 2.8529, -0.3008], [-3.2360, 2.0310, -2.1680], [-4.9495, 1.7959, -2.5008], [-3.7992, 1.8493, -3.8269], [-5.7860, -1.2694, -1.5476], [-5.1271, -2.4595, -2.6709], [-6.0815, -1.1144, -3.2826], [-2.2705, -0.3166, -4.7917], [-3.9670, -0.6164, -5.1545], [-2.9633, -1.9302, -4.5698], [2.4648, 1.1570, 0.8311], [4.4352, 0.8715, 0.7289], [5.2038, 1.5782, -0.1929], [6.5802, 1.4173, -0.2524], [7.2108, 0.5278, 0.6063], [6.4605, -0.1904, 1.5272], [5.0856, -0.0125, 1.5863], [2.5213, 3.1406, 1.0609], [2.7221, 3.6805, 2.3306], [2.9051, 5.0432, 2.5177], [2.8712, 5.9007, 1.4276], [2.6629, 5.3851, 0.1570], [2.4969, 4.0182, -0.0216], [2.4003, 0.8408, 2.3818], [4.7110, 2.2827, -0.8564], [7.1642, 1.9941, -0.9584], [8.2842, 0.4016, 0.5690], [6.9482, -0.8845, 2.1997], [4.4945, -0.5720, 2.3068], [2.7594, 3.0081, 3.1823], [3.0853, 5.4343, 3.5106], [3.0199, 6.9629, 1.5640], [2.6351, 6.0482, -0.6985], [2.3581, 3.6236, -1.0226]],
  "lowdin_charge": [0.81, 0.00, -0.09, 0.00, -0.11, -0.08, -0.42, 1.22, -0.41, -0.08, -0.11, -0.02, -0.10, 0.00, -0.45, 0.01, -0.13, -0.02, -0.10, 0.00, 0.11, 0.07, 0.11, 0.15, 0.11, 0.09, 0.14, 0.11, 0.11, 0.08, 0.08, 0.14, 0.10, 0.09, 0.10, 0.09, -0.32, -0.12, -0.14, -0.17, 0.11, -0.42, 0.22, 0.23, -0.50, -0.20, -0.19, 0.09, 0.07, 0.05, 0.11, 0.12, 0.09, 0.13, 0.07, 0.14, 0.16, 0.13, 0.14, 0.11, 0.13, -0.40, 1.48, -0.32, -0.34, -0.30, -0.38, -0.31, -0.19, 0.49, -0.20, -0.19, 1.01, 0.64, -0.17, -0.18, -0.17, 0.57, -0.19, -0.24, -0.19, 0.06, 0.04, -0.03, 0.05, 0.03, 0.02, 0.05, 0.01, 0.03, 0.05, 0.05, 0.02, 0.04, 0.02, 0.06, 0.00, 0.05, 0.03, 0.01, 0.03, 0.04, -0.02, 0.04, 0.06, 0.02, 0.06, 0.03, 0.95, -0.38, -0.13, -0.08, -0.08, -0.08, -0.15, -0.37, -0.14, -0.08, -0.07, -0.07, -0.14, -0.02, 0.10, 0.11, 0.11, 0.11, 0.07, 0.08, 0.11, 0.11, 0.11, 0.08]
}

---

# 2
{
  "formula": "C39H67FN11P",
  "method": "the ωB97M-V functional and the def2-TZVPD basis",
  "homo_lumo_gap_ev": 9.1,
  "homo_energy_ev": -8.76,
  "smiles": "N#C[C@@H](CCCF)[C@@H](C#N)[PH2]=N.CCCC#N.CCCC#N.CCCC#N.CCCC#N.CCCC#N.CCCC#N.CCCC#N.CCCC#N",
  "de_lowest_kcal_mol": 246.8,
  "energy_ha": -2569.24607,
  "elements": ["N", "C", "C", "C", "C", "C", "F", "C", "C", "N", "P", "N", "H", "H", "H", "H", "H", "H", "H", "H", "H", "H", "H", "C", "C", "C", "C", "N", "H", "H", "H", "H", "H", "H", "H", "C", "C", "C", "C", "N", "H", "H", "H", "H", "H", "H", "H", "C", "C", "C", "C", "N", "H", "H", "H", "H", "H", "H", "H", "C", "C", "C", "C", "N", "H", "H", "H", "H", "H", "H", "H", "C", "C", "C", "C", "N", "H", "H", "H", "H", "H", "H", "H", "C", "C", "C", "C", "N", "H", "H", "H", "H", "H", "H", "H", "C", "C", "C", "C", "N", "H", "H", "H", "H", "H", "H", "H", "C", "C", "C", "C", "N", "H", "H", "H", "H", "H", "H", "H"],
  "xyz": [[-4.1836, -2.8511, -4.2324], [-3.2178, -3.4945, -3.6082], [-2.0478, -4.2852, -2.7110], [-1.3964, -5.3978, -3.7196], [-0.5854, -6.6212, -2.9983], [-0.4103, -6.5012, -1.3759], [-1.6768, -6.7954, -0.6056], [-0.9949, -3.1989, -2.0840], [0.4831, -3.1659, -2.7921], [1.6415, -3.4320, -3.3556], [-1.6168, -1.3828, -1.9939], [-0.8891, -0.6081, -3.2164], [-2.6436, -4.7457, -1.7931], [-2.3150, -5.9008, -4.2917], [-0.7482, -4.9014, -4.5921], [0.5052, -6.6840, -3.4734], [-1.1179, -7.6557, -3.2589], [0.1202, -5.5109, -1.0058], [0.3320, -7.3798, -1.0576], [-0.8103, -3.5327, -0.9524], [-1.1284, -0.8275, -0.7513], [-3.0558, -1.2595, -1.9748], [-1.6363, -0.1767, -3.8086], [3.5367, 2.5822, -1.8254], [3.3356, 1.1195, -2.2090], [1.8909, 0.7995, -2.5975], [0.9683, 1.0844, -1.4236], [0.2029, 1.3209, -0.4498], [2.9474, 2.8536, -0.9437], [4.5875, 2.7706, -1.5835], [3.2515, 3.2466, -2.6490], [3.6435, 0.4868, -1.3675], [3.9944, 0.8791, -3.0506], [1.8020, -0.2557, -2.8767], [1.5800, 1.4052, -3.4556], [-3.9482, 2.2595, 2.5965], [-3.1670, 0.9834, 2.8932], [-2.6916, 0.2687, 1.6267], [-3.8902, -0.1277, 0.7803], [-4.8846, -0.4566, 0.0780], [-4.8655, 2.0511, 2.0367], [-4.2423, 2.7507, 3.5295], [-3.3422, 2.9645, 2.0160], [-3.7992, 0.3103, 3.4852], [-2.2975, 1.2344, 3.5105], [-2.1262, -0.6306, 1.8928], [-2.0358, 0.9209, 1.0399], [-0.7559, -6.7650, 2.2004], [0.5085, -6.9096, 3.0414], [0.7056, -5.7530, 4.0232], [0.8250, -4.4449, 3.2582], [0.9240, -3.3597, 2.6237], [-0.7219, -5.8709, 1.5698], [-0.8704, -7.6267, 1.5351], [-1.6460, -6.7047, 2.8371], [1.3739, -6.9804, 2.3711], [0.4571, -7.8498, 3.6014], [1.6162, -5.9102, 4.6108], [-0.1395, -5.6889, 4.7171], [-0.2449, 6.4153, 2.5160], [-0.0351, 5.4675, 3.6927], [-1.0195, 4.2963, 3.6962], [-2.4424, 4.8218, 3.7939], [-3.6229, 5.2578, 3.8748], [-1.2329, 6.8856, 2.5469], [0.4977, 7.2192, 2.5386], [-0.1447, 5.8848, 1.5622], [-0.1292, 6.0354, 4.6264], [0.9873, 5.0758, 3.6557], [-0.8193, 3.6400, 4.5496], [-0.9160, 3.7039, 2.7806], [-3.7252, -10.0123, 0.4648], [-4.0290, -11.3428, 1.1461], [-3.7467, -11.3196, 2.6496], [-2.2764, -11.0192, 2.8913], [-1.0567, -10.7700, 3.0920], [-2.6649, -9.7512, 0.5423], [-3.9685, -10.0668, -0.6011], [-4.3137, -9.2010, 0.9082], [-3.4335, -12.1301, 0.6678], [-5.0831, -11.5928, 0.9835], [-3.9930, -12.2901, 3.0930], [-4.3567, -10.5557, 3.1439], [6.3814, 7.1331, -0.3033], [6.5912, 6.1854, 0.8734], [5.6068, 5.0142, 0.8769], [4.1839, 5.5397, 0.9745], [3.0034, 5.9756, 1.0555], [5.3934, 7.6034, -0.2725], [7.1240, 7.9371, -0.2807], [6.4816, 6.6027, -1.2571], [6.4971, 6.7533, 1.8071], [7.6136, 5.7937, 0.8363], [5.8070, 4.3578, 1.7303], [5.7103, 4.4218, -0.0387], [10.5952, 7.8592, -3.4725], [9.4131, 7.8700, -4.4366], [8.0680, 7.6881, -3.7308], [8.0436, 6.3507, -3.0089], [8.0234, 5.2412, -2.4100], [10.6841, 6.9001, -2.9526], [11.5310, 8.0208, -4.0169], [10.4961, 8.6512, -2.7214], [9.5542, 7.0751, -5.1793], [9.4066, 8.8211, -4.9802], [7.2533, 7.7168, -4.4620], [7.9020, 8.4922, -3.0058], [-6.8787, 2.7902, -0.5818], [-7.7437, 2.7873, 0.6747], [-9.0084, 3.6356, 0.5285], [-8.6280, 5.0809, 0.2513], [-8.3124, 6.2799, 0.0213], [-6.5116, 3.7942, -0.8175], [-6.0025, 2.1493, -0.4415], [-7.4403, 2.4164, -1.4456], [-7.1452, 3.1537, 1.5178], [-8.0294, 1.7555, 0.9070], [-9.5999, 3.5898, 1.4489], [-9.6293, 3.2624, -0.2931]],
  "lowdin_charge": [0.09, -0.13, -0.26, -0.19, -0.17, -0.14, -0.16, -0.37, -0.15, 0.10, 0.75, -0.30, 0.16, 0.13, 0.14, 0.13, 0.13, 0.12, 0.14, 0.12, -0.02, 0.01, -0.01, -0.12, -0.27, -0.20, -0.17, 0.10, 0.07, 0.06, 0.08, 0.11, 0.11, 0.08, 0.12, -0.12, -0.26, -0.20, -0.17, 0.11, 0.06, 0.06, 0.07, 0.11, 0.10, 0.11, 0.08, -0.12, -0.27, -0.19, -0.17, 0.09, 0.05, 0.06, 0.08, 0.11, 0.10, 0.11, 0.12, -0.13, -0.28, -0.19, -0.18, 0.12, 0.07, 0.07, 0.07, 0.11, 0.10, 0.11, 0.11, -0.12, -0.28, -0.20, -0.16, 0.10, 0.06, 0.07, 0.08, 0.11, 0.11, 0.11, 0.12, -0.13, -0.27, -0.19, -0.15, 0.12, 0.07, 0.07, 0.02, 0.11, 0.11, 0.11, 0.10, -0.11, -0.28, -0.18, -0.17, 0.12, 0.07, 0.07, 0.08, 0.11, 0.11, 0.12, 0.11, -0.11, -0.28, -0.20, -0.17, 0.10, 0.07, 0.05, 0.08, 0.10, 0.11, 0.11, 0.11]
}

---

# 3
{
  "formula": "C39H67NO3RuSSeSi3",
  "method": "the ωB97M-V functional and the def2-TZVPD basis",
  "homo_lumo_gap_ev": [7.0, 7.0],
  "homo_energy_ev": [-4.83, -4.87],
  "de_lowest_kcal_mol": 0.0,
  "total_charge": -1,
  "s2": 0.756,
  "energy_ha": -5569.99007,
  "multiplicity": 2,
  "elements": ["Ru", "C", "C", "C", "C", "C", "C", "C", "Se", "C", "C", "C", "C", "C", "C", "O", "C", "C", "C", "C", "C", "C", "C", "C", "C", "O", "C", "C", "C", "C", "C", "C", "H", "H", "H", "H", "H", "H", "H", "H", "H", "H", "H", "H", "H", "H", "H", "H", "H", "H", "H", "H", "H", "H", "H", "H", "H", "H", "H", "H", "H", "H", "H", "H", "H", "H", "H", "H", "H", "H", "H", "H", "C", "O", "Si", "C", "C", "C", "Si", "C", "C", "C", "Si", "C", "C", "C", "H", "H", "H", "H", "H", "H", "H", "H", "H", "H", "H", "H", "H", "H", "H", "H", "H", "H", "H", "H", "H", "H", "H", "H", "H", "H", "H", "S", "C", "N"],
  "xyz": [[-0.0487, -1.2552, -0.9606], [-2.4301, 1.8021, 5.7919], [-1.7241, 2.3232, 4.5396], [-0.2858, 2.6970, 4.9271], [-2.4597, 3.5823, 4.0623], [-1.6978, 1.2870, 3.4175], [-1.0464, 1.5790, 2.2232], [-0.9956, 0.6539, 1.2069], [-0.1333, 1.1081, -0.4575], [1.7244, 1.1583, 0.0102], [2.2781, 2.3130, 0.5267], [3.6351, 2.3676, 0.8210], [4.3815, 1.2266, 0.5475], [3.8644, 0.0469, 0.0098], [2.4861, 0.0213, -0.2835], [1.9043, -1.0504, -0.8010], [4.8425, -1.1073, -0.2614], [4.1915, -2.4389, -0.6584], [5.6779, -1.3860, 0.9998], [5.7823, -0.6832, -1.4007], [4.2329, 3.6397, 1.4200], [5.7309, 3.5041, 1.6933], [4.0245, 4.8134, 0.4542], [3.5341, 3.9539, 2.7513], [-1.6131, -0.6195, 1.2992], [-1.5676, -1.4826, 0.2935], [-2.2727, -0.9354, 2.5061], [-2.2954, 0.0376, 3.5093], [-2.9771, -2.2675, 2.8183], [-2.8403, -3.3690, 1.7597], [-4.4783, -1.9940, 3.0025], [-2.4063, -2.8417, 4.1257], [-2.4134, 2.5724, 6.5664], [-1.9359, 0.9141, 6.1910], [-3.4744, 1.5528, 5.5935], [-0.2872, 3.4141, 5.7528], [0.2517, 3.1500, 4.0928], [0.2717, 1.8118, 5.2383], [-2.4520, 4.3501, 4.8410], [-3.4977, 3.3515, 3.8147], [-1.9897, 4.0010, 3.1710], [-0.5684, 2.5427, 2.0805], [1.6377, 3.1724, 0.6964], [5.4426, 1.2519, 0.7520], [3.4601, -2.7770, 0.0740], [4.9791, -3.1940, -0.7334], [3.6810, -2.3811, -1.6164], [5.0309, -1.6664, 1.8331], [6.2792, -0.5308, 1.3099], [6.3607, -2.2164, 0.8060], [5.2129, -0.4833, -2.3105], [6.4980, -1.4817, -1.6138], [6.3412, 0.2202, -1.1467], [6.2938, 3.3122, 0.7775], [5.9391, 2.6963, 2.3977], [6.1071, 4.4327, 2.1282], [4.5020, 4.6124, -0.5066], [4.4524, 5.7304, 0.8683], [2.9644, 4.9914, 0.2680], [3.6552, 3.1280, 3.4547], [2.4640, 4.1144, 2.6107], [3.9539, 4.8578, 3.2010], [-2.8115, -0.2130, 4.4261], [-3.3178, -3.0947, 0.8219], [-3.3302, -4.2687, 2.1447], [-1.8007, -3.6066, 1.5401], [-4.9074, -1.5888, 2.0839], [-4.6693, -1.2822, 3.8081], [-5.0002, -2.9249, 3.2409], [-1.3383, -3.0403, 4.0203], [-2.9060, -3.7844, 4.3620], [-2.5440, -2.1706, 4.9744], [-3.9199, 1.8191, -1.1142], [-2.7835, 1.0427, -1.3859], [-2.1978, 0.6354, -2.8931], [-1.2285, 2.1143, -3.5718], [-3.6542, 0.6161, -4.1030], [-1.2488, -0.9607, -2.7058], [-2.5796, -2.3239, -2.7503], [-3.1509, -2.7580, -4.5102], [-2.1859, -4.0276, -2.0706], [-4.0840, -1.8178, -1.7191], [0.0698, -1.1129, -4.0439], [-0.6056, -0.9015, -5.8022], [1.4519, 0.1798, -3.8799], [0.9080, -2.7943, -4.0048], [-4.7874, 1.4928, -1.6972], [-3.7434, 2.8811, -1.3229], [-4.1642, 1.7146, -0.0551], [-1.9451, 2.9306, -3.7145], [-0.8025, 1.8931, -4.5519], [-0.4275, 2.4859, -2.9340], [-4.1444, 1.5940, -4.0847], [-4.4132, -0.1436, -3.9292], [-3.2743, 0.4755, -5.1178], [-2.3608, -3.3207, -5.0140], [-3.4083, -1.9067, -5.1401], [-4.0240, -3.4128, -4.4481], [-1.3263, -4.5259, -2.5154], [-3.0751, -4.6196, -2.3222], [-2.0675, -4.0418, -0.9893], [-4.6907, -1.0015, -2.1096], [-3.7347, -1.5347, -0.7254], [-4.7293, -2.6966, -1.6226], [-1.1785, 0.0191, -5.9264], [-1.2433, -1.7337, -6.0958], [0.2358, -0.8586, -6.4998], [1.3941, 0.9074, -4.6927], [2.4158, -0.3309, -3.9566], [1.4631, 0.7296, -2.9375], [0.1997, -3.6245, -3.9981], [1.5623, -2.9197, -3.1413], [1.5251, -2.8902, -4.9050], [1.2655, -5.8504, -1.2140], [0.7577, -4.3348, -0.9463], [0.3780, -3.2479, -0.7455]],
  "lowdin_charge": [1.10, -0.07, -0.56, -0.05, -0.05, -0.18, -0.07, -0.34, 1.21, -0.37, -0.07, -0.18, 0.02, -0.08, -0.35, -0.28, -0.53, -0.06, -0.06, -0.05, -0.56, -0.07, -0.05, -0.05, -0.33, -0.28, -0.08, 0.01, -0.52, -0.06, -0.05, -0.05, 0.08, 0.09, 0.08, 0.08, 0.07, 0.09, 0.08, 0.09, 0.08, 0.10, 0.10, 0.09, 0.09, 0.08, 0.07, 0.09, 0.07, 0.08, 0.09, 0.08, 0.08, 0.08, 0.09, 0.08, 0.09, 0.08, 0.08, 0.09, 0.07, 0.08, 0.09, 0.06, 0.08, 0.09, 0.09, 0.07, 0.08, 0.09, 0.08, 0.07, -0.14, -0.35, 0.28, -0.17, -0.16, -0.55, 0.42, -0.18, -0.19, -0.17, 0.39, -0.18, -0.17, -0.18, 0.07, 0.09, 0.09, 0.03, 0.02, 0.00, 0.03, 0.01, 0.03, 0.02, 0.01, 0.03, 0.01, 0.04, 0.01, 0.01, 0.01, 0.04, 0.01, 0.01, 0.03, 0.03, 0.03, 0.00, 0.02, 0.01, 0.03, 0.47, -0.99, -0.04]
}